(1)
The following is a DFT calculation (the ωB97M-V functional and the def2-TZVPD basis) of C23H25N15O3Ti as an isolated structure.

XYZ file:
```
67
Properties=species:S:1:pos:R:3:forces:R:3
C -1.003 2.588 -3.052 1.0535 1.6703 0.7676
C 1.469 2.763 0.147 0.2266 0.8495 0.7955
C 2.821 -0.916 -0.005 -0.1508 3.6892 -2.1563
N 3.278 0.354 -3.183 -0.5019 -0.1990 0.2276
N 3.340 -1.281 -4.878 0.9312 0.2960 2.6447
H 3.409 3.961 2.156 -0.2419 -0.7163 -1.0230
H -4.623 2.111 4.249 1.2751 -0.4332 -1.0448
H 2.769 -3.817 2.389 0.0317 0.1968 -0.7625
H 4.581 -3.806 0.460 -1.0558 1.5367 0.9781
C -3.742 1.796 3.599 -1.5264 0.8081 1.6396
C -1.940 0.282 3.193 0.2322 0.6018 0.0121
N -0.008 3.506 -3.117 -0.3713 -0.8415 -0.0614
N 2.379 3.669 0.370 -0.2069 0.4857 0.0937
H -0.765 -1.038 4.472 -0.5400 0.0296 -0.6321
N 2.831 3.320 1.576 1.7416 1.1716 1.2796
C -3.019 0.684 3.968 0.1953 -1.1233 0.4521
C -3.693 -1.785 0.028 0.1033 1.0608 -0.1885
N 1.340 1.876 1.164 -1.1762 -1.7476 -1.0350
H -5.619 -1.465 1.236 -0.4279 -0.1536 -0.4039
O 0.695 -2.898 3.544 -0.4560 -1.1677 0.9506
C 0.567 2.776 -0.952 -0.4924 -1.2715 -0.8061
H -1.691 2.563 -3.843 -0.6606 -0.0833 -1.2074
H -1.861 0.938 -2.108 -0.4876 -0.0724 0.6635
H 2.564 -1.081 -5.427 -1.5380 0.8356 -1.1298
C 4.974 1.452 -3.750 0.3014 0.4014 -0.0743
H 2.700 -0.011 -0.757 0.6539 -2.0899 1.3956
N -0.396 1.849 -0.892 -0.3543 -0.2746 -0.1304
H -4.600 -2.802 -1.629 -0.3335 0.0552 0.4930
C -1.206 1.780 -1.964 1.0751 -0.6753 0.0915
H -1.867 2.500 0.895 -0.4117 0.8758 -0.5217
H -5.899 -2.199 -0.509 1.4329 -0.2167 -0.0173
H -1.825 -2.550 -2.515 0.4524 0.1344 -0.8828
C 2.263 2.221 2.014 0.0993 -1.1355 2.3033
N -1.550 1.015 2.128 -0.3297 -1.1750 0.2502
H 5.766 2.163 -3.694 0.2408 0.3463 -0.1644
C -2.306 -1.862 -0.560 0.0400 -0.5882 0.6516
C -1.942 -2.964 -1.541 1.3665 -0.7137 2.0262
H -5.115 -1.169 -1.616 0.7028 0.3179 0.4620
C -4.867 -1.994 -0.930 -0.8986 -0.4581 -0.1810
C -3.365 2.556 2.509 1.4082 -1.9186 -0.4857
N 0.002 -0.979 2.522 -1.2205 0.9489 -0.5132
H -3.867 3.414 2.202 -0.7723 1.2352 -0.4186
Ti -0.008 0.097 0.897 0.4753 0.4507 0.6140
H -2.696 -3.741 -1.565 -0.2793 0.1327 -0.0067
N 3.968 1.418 -2.850 0.5904 -0.4595 -0.5553
C 3.751 -1.888 -0.155 0.8762 -0.3526 -0.4129
H 4.341 -1.756 -1.016 1.0108 -0.2995 -0.8110
N 4.912 0.493 -4.678 -0.0483 0.6961 1.3076
O -0.153 -1.060 -0.536 0.0332 -0.5998 -0.0206
H -1.784 -1.793 3.201 -0.2535 -0.4424 0.2015
H -3.290 0.066 4.847 0.1020 0.5514 -0.6825
H -0.984 -3.517 -1.159 -1.4784 1.3553 -0.9173
H 1.731 4.138 -2.076 -0.6720 -0.0649 -0.3547
C 2.864 -3.029 1.621 -0.8548 -1.4254 3.3867
H 4.053 -1.717 -5.399 1.0607 -0.3900 -0.6302
C -2.290 2.063 1.770 0.1475 0.7325 0.3716
C 1.978 -2.007 1.760 -0.8355 1.3173 0.0750
H 2.495 1.637 2.941 -0.1420 1.0389 -0.9488
C -1.147 -0.950 3.427 0.6754 0.0602 0.7730
C 0.812 -2.065 2.706 1.5046 0.9147 -0.7334
N 3.863 -0.145 -4.230 -1.1307 -1.5031 -1.5319
N -1.450 -1.018 -0.093 -0.2250 -0.0774 -0.6927
O -4.929 -1.082 1.780 0.8293 0.0389 0.6130
C 3.860 -2.951 0.731 1.8977 -1.1664 -3.2343
N -3.694 -1.363 1.246 -0.9304 -0.2426 -0.9514
C 0.811 3.531 -2.083 0.3482 0.6817 -0.0683
N 2.009 -0.880 1.012 -2.1109 -1.4384 0.8716
```
Positions in Å, forces in eV/Å.

Calculated values
Spin multiplicity: 1
ΔE to the lowest compared entry with this formula, charge and spin (kcal/mol): 22.8
Net charge: +2
Orbital gap (eV): 7.887

Let us look at the Mulliken charges, expressed in e, one per atom: C -0.51; C 0.00; C 0.35; N 0.05; N -0.61; H 0.29; H 0.37; H 0.49; H 0.36; C -0.30; C 0.24; N -0.54; N -0.66; H 0.57; N 0.05; C -0.79; C 0.22; N 0.42; H 0.30; O -0.58; C 0.48; H 0.47; H 0.33; H 0.23; C -0.17; H -0.05; N 0.64; H 0.32; C -0.42; H 0.46; H 0.45; H 0.35; C -0.31; N 0.70; H 0.46; C 0.88; C -1.43; H 0.32; C -1.53; C -1.06; N 0.52; H 0.58; Ti -0.38; H 0.53; N -0.29; C -0.56; H 0.56; N -0.80; O -0.40; H 0.45; H 0.47; H 0.27; H 0.49; C -0.59; H 0.28; C -0.21; C 0.31; H 0.51; C -0.61; C 0.33; N 0.87; N -0.10; O -0.39; C -0.64; N 0.11; C -0.40; N 0.28

---

(2)
The following is a DFT calculation (the ωB97M-V functional and the def2-TZVPD basis) of C23H25N2OSV as an isolated structure.

XYZ file:
```
53
Properties=species:S:1:pos:R:3:forces:R:3
H 2.589 -0.736 -4.153 0.0353 0.2290 0.1648
H 1.765 3.517 -1.674 0.2448 -0.2061 -0.2572
H 0.583 -3.119 3.034 -0.3449 0.3506 -0.3558
O -1.370 2.275 -0.602 -0.2794 -2.1398 -0.6788
H -3.408 0.056 -1.632 0.2778 0.1134 0.1186
C -0.177 -2.020 1.161 -0.5679 -0.6553 0.6174
N -0.026 0.103 6.365 -0.4730 1.1653 -2.9553
H 4.091 2.565 -1.787 -0.1709 -0.1939 -0.1082
C -3.460 -2.096 -0.356 0.1495 0.2741 0.1379
H -1.598 -2.065 4.220 0.1346 0.3867 -0.3921
H -2.245 1.520 -3.334 0.3950 -0.5534 0.3850
C 2.549 -0.217 3.363 1.1304 0.3224 -0.9404
C 1.990 2.620 -2.259 -0.3453 -0.3584 -0.3096
C 0.938 2.001 -2.954 0.2104 -0.1629 0.2721
H 3.048 -0.603 4.245 -0.4467 0.0335 -0.0053
C -2.145 -1.237 -0.475 0.1290 -0.1544 0.1785
N -1.413 1.443 -2.739 -0.2750 1.3414 -0.1930
H -3.104 0.594 0.023 -0.0373 0.1820 -0.1639
H -1.108 -2.943 -1.367 -0.0801 0.3371 0.0328
C -1.727 1.373 -1.374 -0.0838 0.8847 1.6481
H 0.294 0.256 -4.026 0.4342 0.1818 0.0315
H 1.734 -0.172 0.062 -0.3339 -0.0126 0.6677
C 1.745 1.285 1.774 0.4482 -0.9679 -0.0089
C -1.328 -1.886 -1.588 0.2643 -0.0832 -0.0773
H -0.591 3.335 -2.194 0.0853 -0.3497 -0.5464
C 1.826 0.003 1.140 2.3049 0.4560 0.3795
H 0.552 -2.318 0.405 -0.3320 0.0833 0.2924
C -1.431 -1.359 0.897 0.3612 -0.2155 1.0345
H -3.249 -3.152 -0.092 0.0693 0.6585 -0.0693
C 2.130 1.131 3.150 1.2193 -0.5953 -1.0070
C 2.433 0.206 -3.627 -0.0997 0.4607 0.1163
H 2.273 1.920 3.872 -0.5503 -0.0348 0.0631
H 4.513 0.469 -3.079 -0.3837 0.0955 0.1057
H -3.030 -0.727 2.331 0.4745 -0.0906 0.0434
C -0.143 -2.453 2.554 -0.6230 0.6788 -0.2776
H -0.633 3.078 -3.956 -0.2475 -0.5276 0.2245
C -1.294 -1.862 3.191 0.5985 -0.6532 -0.6538
C 3.271 2.060 -2.298 -0.1947 -0.1021 -0.2408
C 2.377 -0.933 2.131 1.3596 1.0523 -0.6816
C -2.061 -1.208 2.174 0.5446 -0.1585 -0.3580
H -3.990 -2.087 -1.319 0.1420 -0.0159 0.1842
H -4.138 -1.676 0.403 0.2163 -0.1621 -0.2048
H -1.902 -1.864 -2.519 0.0907 0.0569 0.0267
C 3.499 0.873 -3.009 -0.0984 0.1043 0.0768
C 1.155 0.773 -3.591 0.3758 -0.0401 0.0454
C -0.468 2.575 -2.989 0.3118 0.0167 0.1509
H -0.382 -1.368 -1.760 0.0074 0.0186 -0.0353
V 0.528 -0.349 2.745 -5.2132 -0.1548 -0.6487
C -2.616 0.209 -0.876 -0.4444 0.0998 0.1074
C -0.272 0.597 5.312 0.1982 -0.8757 2.7611
H 2.680 -1.961 1.950 -0.2783 0.2858 0.0761
S -0.701 1.371 3.868 -0.0897 0.0202 0.7803
H 1.446 2.201 1.259 -0.2197 -0.4256 0.4464
```
Positions in Å, forces in eV/Å.

Calculated values
Spin multiplicity: 3
ΔE to the lowest compared entry with this formula, charge and spin (kcal/mol): 0.0
Orbital gap (spin up / spin down) (eV): 7.798 / 7.886

Let us look at the Mulliken charges, expressed in e, one per atom: H 0.40; H 0.36; H 0.44; O -0.64; H 0.54; C -1.29; N -0.63; H 0.38; C -1.80; H 0.50; H 0.32; C -0.08; C -0.41; C 0.77; H 0.47; C 2.42; N -0.19; H 0.30; H 0.51; C 0.38; H 0.35; H 0.63; C -0.06; C -2.12; H 0.36; C -0.17; H 0.69; C 1.14; H 0.36; C -1.01; C -0.64; H 0.51; H 0.38; H 0.51; C -1.00; H 0.44; C -1.00; C -0.56; C -0.82; C -0.57; H 0.51; H 0.36; H 0.42; C -0.47; C -0.21; C -1.08; H 0.26; V -0.05; C -1.22; C 0.63; H 0.56; S -0.28; H 0.42

---

(3)
The following is a DFT calculation (the ωB97M-V functional and the def2-TZVPD basis) of one molecule with the formula C23H25N3O4.

XYZ file:
```
55
Properties=species:S:1:pos:R:3:forces:R:3
C -5.467 0.974 2.853 -0.3765 0.0518 0.1798
O 2.042 -2.634 1.179 0.1917 -0.2486 0.0587
H -2.049 2.833 1.253 -0.1149 -0.0124 -0.1282
H 7.909 0.650 -4.042 -0.0767 0.0564 -0.0103
N -2.034 0.776 0.885 -0.3311 0.2424 0.3175
C -2.678 2.062 0.785 0.2715 0.1610 -0.2125
H -6.831 3.886 1.861 -0.0454 0.0534 -0.0128
H 6.198 0.716 -4.527 0.0131 0.0148 0.0349
H -7.350 1.907 3.291 -0.0732 -0.0303 0.0530
C -1.919 -2.125 2.617 -0.0786 -0.0884 0.0251
H -2.790 -2.518 -0.494 0.0052 0.0106 -0.0288
C 5.315 -1.364 -1.214 0.1793 0.2578 -0.2883
H -0.483 -3.782 0.113 0.0893 0.0028 -0.1074
C 3.067 -0.664 -0.744 0.1400 0.1587 -0.1821
H -0.550 -1.564 -0.910 -0.0644 0.1414 0.1174
H -0.028 -0.539 1.846 0.0123 -0.0597 -0.0669
C -1.030 -1.261 0.026 -0.1074 0.0595 -0.3058
H 4.009 -2.340 0.171 -0.0128 -0.0236 0.0284
H 4.512 1.368 -3.048 0.0020 0.0787 -0.0629
C 2.116 2.182 -2.806 -0.0695 0.2200 -0.1858
C -4.022 2.059 1.462 -0.1144 0.1253 -0.0409
C -2.129 -2.318 0.345 -0.0732 -0.1006 -0.2253
C 4.127 -1.532 -0.531 -0.0417 0.0460 -0.0105
H -4.642 3.959 0.676 0.0289 0.0868 -0.0762
C 5.466 -0.323 -2.125 -0.0843 -0.2468 0.2340
C -6.121 3.079 1.965 0.0994 -0.0486 -0.0115
H 0.068 -3.124 2.639 -0.0103 0.0177 -0.0047
N 1.826 -0.760 -0.103 -0.0679 0.3932 -0.2400
H -2.312 0.222 1.687 0.1128 -0.0042 -0.1132
H 1.180 -0.039 -0.400 -0.0509 -0.1390 0.0917
H -2.776 2.311 -0.277 0.0237 0.0252 0.1861
C -0.651 -2.636 1.987 0.2942 -0.0987 0.1243
H -5.638 0.093 3.458 -0.1180 -0.0281 0.0824
N -4.304 1.011 2.224 0.3342 -0.0534 -0.0626
O 2.120 1.200 -1.802 0.2293 -0.4389 0.3005
H 1.112 2.603 -2.790 0.0860 0.0187 -0.0522
C 6.891 0.787 -3.681 0.0236 0.1314 -0.1174
H 6.803 1.776 -3.220 -0.0128 -0.0313 -0.0222
C -0.053 -1.432 1.214 0.3306 -0.2265 0.2202
H -1.801 -4.324 1.182 -0.0325 0.0034 0.0200
C -6.414 1.980 2.760 0.0478 -0.0109 -0.0286
C 4.409 0.556 -2.348 0.0896 0.1942 -0.1942
C -1.520 0.159 -0.199 0.2834 -0.2554 0.0945
H -2.030 -1.909 3.664 -0.0885 0.1247 0.2184
H 6.143 -2.034 -1.055 0.1066 -0.0955 0.0256
O 6.677 -0.242 -2.748 -0.0746 -0.1678 0.1699
H 2.847 2.972 -2.602 -0.0179 -0.0598 -0.0103
C 1.386 -1.701 0.768 -0.4749 0.3338 0.0590
C 3.215 0.390 -1.662 -0.0439 -0.2612 0.2280
C -4.907 3.123 1.305 -0.0267 -0.1147 0.0930
H -3.796 -1.539 1.707 -0.1117 0.1600 0.0964
O -1.391 0.717 -1.274 0.0447 0.1184 -0.3848
C -1.232 -3.462 0.835 0.0328 -0.1188 -0.0175
H 2.310 1.749 -3.792 0.0064 0.0009 0.0465
C -2.798 -1.931 1.639 -0.2839 -0.3258 0.0985
```
Positions in Å, forces in eV/Å.

Calculated values
Spin multiplicity: 1
Structure (SMILES): COc1ccc(NC(=O)[C@H]2[C@H](C(=O)NCc3ccccn3)[C@@H]3C=C[C@H]2C3)c(OC)c1
ΔE to the lowest compared entry with this formula, charge and spin (kcal/mol): 66.4
Orbital gap (eV): 8.188

Let us look at the Mulliken charges, expressed in e, one per atom: C -0.15; O -0.70; H 0.29; H 0.24; N 0.13; C -0.94; H 0.41; H 0.32; H 0.37; C -0.54; H 0.52; C -0.88; H 0.40; C -0.34; H 0.66; H 0.50; C -0.14; H 0.56; H 0.53; C -0.95; C 0.59; C -0.11; C -0.26; H 0.39; C 0.47; C -0.25; H 0.60; N 0.11; H 0.26; H 0.10; H 0.47; C -0.08; H 0.41; N -0.26; O -0.41; H 0.24; C -0.82; H 0.32; C -0.19; H 0.37; C -0.68; C 0.03; C -0.06; H 0.43; H 0.43; O -0.47; H 0.33; C 0.05; C 0.19; C -0.81; H 0.48; O -0.73; C -0.82; H 0.40; C -1.02

---

(4)
The following is a DFT calculation (the ωB97M-V functional and the def2-TZVPD basis) of one molecule with the formula C23H25N3O6S.

XYZ file:
```
58
Properties=species:S:1:pos:R:3:forces:R:3
C 1.330 -3.546 -0.492 -0.4972 -0.1135 -0.4158
H -4.631 4.829 3.742 -0.0546 -0.0116 0.0366
C 1.314 -2.544 -3.866 -0.3193 0.7959 -0.1395
H -1.439 0.464 2.973 0.1849 -0.0940 0.1216
C 0.209 -1.082 2.097 0.2373 -0.0342 0.1052
H -0.751 3.471 3.670 -0.0903 -0.0334 0.0528
H -2.639 4.135 5.559 0.0152 0.0510 0.0821
C 1.053 -2.040 1.356 0.2893 -0.1696 -0.0151
H 2.127 -4.408 -3.708 -0.0115 -0.2381 0.1025
C -1.791 3.155 3.794 0.1732 -0.0654 0.5785
O -2.331 3.016 2.496 0.1833 -0.0875 -0.1284
C -0.337 1.969 -5.498 -0.0472 0.3910 0.1799
C 1.630 -2.412 -5.216 -0.0186 -0.0725 0.2435
H 0.093 3.741 -4.357 -0.0390 0.1088 0.0660
H 2.573 -0.420 4.480 0.0321 0.0044 0.0104
H -0.470 -2.470 -0.090 -0.0991 0.0802 0.0046
C -1.806 1.819 4.564 0.1597 0.4547 -0.0836
C -2.665 4.213 4.475 0.1401 -0.1212 -0.2243
H -3.996 3.848 1.688 -0.0292 -0.0883 0.0716
H -0.231 0.413 -3.385 -0.0415 0.1109 0.0177
O 0.302 0.839 -6.058 0.1264 -0.2099 -0.0980
C 0.297 -0.361 -3.919 -0.0895 0.2306 -0.1649
C 3.147 -3.237 1.031 -0.0522 -0.0855 -0.1526
H 1.530 -1.158 -6.948 0.0323 0.0038 -0.1212
H 1.434 3.186 -5.370 0.0680 0.0543 -0.0375
C 2.366 -2.333 1.763 -0.5167 -0.1257 -0.4822
C 0.651 -1.507 -3.228 0.1398 -0.1127 -0.2133
N 2.864 -1.727 2.884 0.3000 0.0087 0.2103
O -0.926 -0.816 1.716 -0.0729 -0.0636 -0.1547
O 0.779 0.922 5.160 0.2071 0.1485 0.2360
N 1.684 -3.691 -3.154 -0.2599 -0.7538 0.6001
O -0.666 -4.025 -2.153 0.1755 0.3310 0.1511
H 3.807 -1.947 3.175 -0.2019 0.0859 -0.0093
H 3.201 -4.544 -0.671 0.1932 -0.0727 -0.0005
S 0.710 -4.360 -1.959 0.3339 -0.0747 -0.2464
C 0.849 -0.511 3.274 0.0747 0.0251 0.0182
H -0.730 2.512 -6.363 -0.0300 -0.0884 0.1619
C 0.189 0.482 4.184 -0.0324 -0.2369 -0.1155
C 0.545 -2.672 0.217 -0.0383 -0.0625 -0.0438
C 0.611 -0.226 -5.267 0.1153 -0.2184 0.0116
H -1.329 1.958 5.537 -0.1621 -0.0035 -0.0565
C 1.290 -1.267 -5.903 -0.1077 0.2286 0.0699
O 1.100 -5.738 -1.905 0.2867 0.0829 0.0294
H 1.051 2.335 -3.874 0.0464 0.0187 0.0973
H -1.183 1.665 -4.870 0.0326 -0.0051 -0.1042
H 2.147 -3.212 -5.726 0.0497 -0.0944 -0.0869
H 0.397 -1.598 -2.185 -0.0576 0.1165 0.0785
C -3.732 3.228 2.550 -0.4030 0.0260 -0.1540
H -4.259 2.270 2.459 0.0195 0.1017 -0.0104
C 0.623 2.865 -4.721 -0.1429 -0.3443 -0.2076
C -4.049 3.922 3.888 0.0333 -0.0678 -0.0606
H -4.613 3.257 4.541 -0.0421 0.0249 -0.0015
C 2.122 -0.860 3.600 -0.2763 0.1739 0.0479
N -1.070 0.805 3.858 -0.3128 0.0506 -0.2704
H -2.329 5.208 4.183 0.0354 0.0019 0.0477
C 2.629 -3.837 -0.093 0.2584 0.0575 0.2825
H 4.153 -3.457 1.360 0.1102 -0.0481 0.0044
H -2.836 1.478 4.700 -0.0076 0.0293 0.0787
```
Positions in Å, forces in eV/Å.

Calculated values
Spin multiplicity: 1
Structure (SMILES): CCOc1ccc(NS(=O)(=O)c2ccc3[nH]cc(C(=O)NC[C@@H]4CCCO4)c(=O)c3c2)cc1
ΔE to the lowest compared entry with this formula, charge and spin (kcal/mol): 11.8
Orbital gap (eV): 7.905

Let us look at the Mulliken charges, expressed in e, one per atom: C 0.00; H 0.35; C 0.49; H 0.34; C 1.48; H 0.38; H 0.34; C 0.31; H 0.29; C 0.46; O -0.50; C -0.43; C -0.66; H 0.35; H 0.49; H 0.66; C -1.47; C -0.68; H 0.34; H 0.41; O -0.47; C -0.46; C -1.19; H 0.41; H 0.30; C 0.24; C -0.24; N 0.00; O -0.85; O -0.76; N -0.22; O -0.62; H 0.22; H 0.45; S 1.39; C -0.50; H 0.31; C 0.48; C -0.34; C 0.62; H 0.50; C -0.77; O -0.75; H 0.34; H 0.33; H 0.32; H 0.15; C -0.48; H 0.25; C -1.03; C -0.60; H 0.26; C -0.37; N -0.08; H 0.32; C -0.84; H 0.36; H 0.35